C5H16O2S | wB97M-V/def2-TZVPD

Properties
- ΔE to the lowest compared entry with this formula, charge and spin (kcal per mole) = 186.0
- gap between HOMO and LUMO (eV) = 3.13
- HOMO (eV) = -8.47
- 2S+1 = 1
- E_tot (hartree) = -748.47604
- charge = 0
- E_LUMO (eV) = -5.34

XYZ file:
```
24
C5H16O2S | OMol25 | wB97M-V/def2-TZVPD
C 1.21 -1.80 1.94
C 0.26 -1.11 0.89
C 0.39 0.47 0.97
C 1.88 1.00 0.55
S 2.68 -0.10 -0.58
C -0.15 1.42 -2.56
H 1.16 -1.34 2.94
H 2.30 -1.57 1.60
H 1.07 -2.85 2.03
H 0.46 -1.39 -0.10
H -0.89 -1.37 0.98
H -0.33 0.93 0.22
H 0.13 0.88 1.99
H 2.34 1.21 1.50
H 1.68 2.04 0.21
H -0.68 1.08 -3.41
H 0.87 0.91 -2.40
H -0.09 2.50 -2.64
H -0.71 1.15 -1.67
H -2.53 -1.95 -1.46
O -2.46 -1.01 -1.50
H -2.58 -0.34 -0.51
H -3.50 0.78 0.57
O -2.52 0.46 0.45
```

These are the Mulliken partial charges, in e, on atoms 1 to 5: C -0.98; C -0.69; C -0.14; C -0.75; S 0.09